1.
{"formula": "C31H39N4O3SiTl", "method": "the ωB97M-V functional and the def2-TZVPD basis", "total_charge": -2, "total_energy_ev": -57456.422, "homo_ev": -1.277, "homo_lumo_gap_ev": 5.56, "spin_multiplicity": 1, "elements": ["Tl", "O", "C", "C", "C", "C", "C", "C", "C", "N", "C", "C", "N", "C", "C", "C", "C", "C", "C", "C", "O", "H", "H", "H", "H", "H", "H", "H", "H", "H", "H", "H", "H", "H", "H", "C", "Si", "C", "C", "N", "C", "C", "C", "C", "C", "C", "H", "H", "H", "H", "H", "H", "H", "H", "H", "H", "H", "H", "H", "H", "O", "C", "C", "C", "C", "C", "C", "N", "H", "H", "H", "H", "H", "H", "H", "H", "H", "H", "H"], "positions_angstrom": [[-0.812, 0.173, -0.454], [-0.508, -2.136, 0.862], [0.069, -2.428, 1.966], [-0.563, -3.292, 2.925], [0.036, -3.638, 4.114], [1.314, -3.161, 4.459], [1.944, -2.321, 3.559], [1.365, -1.956, 2.343], [2.084, -1.047, 1.433], [3.187, -0.476, 1.700], [3.697, 0.369, 0.623], [3.347, 1.830, 0.850], [1.940, 2.078, 0.560], [1.691, 3.146, -0.074], [0.390, 3.716, -0.474], [0.474, 4.791, -1.372], [-0.618, 5.521, -1.792], [-1.868, 5.167, -1.251], [-1.993, 4.133, -0.357], [-0.880, 3.332, 0.072], [-1.040, 2.361, 0.881], [-1.550, -3.656, 2.664], [-0.493, -4.292, 4.802], [1.781, -3.425, 5.400], [2.924, -1.911, 3.783], [1.607, -0.896, 0.461], [3.309, 0.054, -0.352], [4.788, 0.285, 0.587], [4.005, 2.467, 0.240], [3.540, 2.064, 1.903], [2.540, 3.779, -0.387], [1.463, 5.050, -1.744], [-0.518, 6.331, -2.502], [-2.758, 5.713, -1.547], [-2.959, 3.855, 0.049], [-3.423, -1.397, -5.118], [-2.363, -0.913, -3.639], [-1.574, -2.512, -3.005], [-0.973, 0.097, -4.375], [-3.104, -0.003, -2.443], [-4.224, -0.181, -1.726], [-5.233, -1.161, -1.987], [-6.375, -1.286, -1.210], [-6.614, -0.455, -0.119], [-5.646, 0.512, 0.168], [-4.504, 0.648, -0.597], [-2.780, -1.878, -5.865], [-3.893, -0.521, -5.579], [-4.217, -2.099, -4.849], [-0.504, -2.487, -3.241], [-2.013, -3.409, -3.455], [-1.659, -2.605, -1.918], [-0.556, -0.368, -5.278], [-0.148, 0.222, -3.666], [-1.350, 1.093, -4.628], [-5.094, -1.833, -2.827], [-7.097, -2.057, -1.464], [-7.504, -0.559, 0.489], [-5.784, 1.176, 1.016], [-3.782, 1.423, -0.355], [1.913, -1.777, -2.392], [2.323, -2.908, -2.492], [2.003, -3.799, -3.674], [1.486, -5.165, -3.184], [0.564, -5.109, -1.948], [1.260, -5.081, -0.579], [2.070, -3.825, -0.292], [2.990, -3.533, -1.423], [2.882, -3.908, -4.317], [1.243, -3.272, -4.250], [2.331, -5.829, -2.968], [0.947, -5.635, -4.009], [-0.088, -5.985, -1.972], [-0.111, -4.251, -2.027], [1.920, -5.957, -0.498], [0.504, -5.193, 0.202], [2.644, -3.923, 0.628], [1.419, -2.965, -0.162], [3.401, -4.406, -1.733]], "forces_ev_per_a": [[-0.1, 0.0, 0.0], [0.1, 0.1, 0.0], [-0.2, -0.2, 0.2], [0.1, 0.0, -0.1], [0.1, 0.0, 0.0], [-0.2, 0.0, -0.2], [0.0, 0.0, 0.1], [0.3, 0.4, 0.0], [-0.3, -0.4, 0.3], [0.2, 0.1, -0.3], [0.1, -0.1, 0.2], [-0.4, 0.0, 0.0], [0.2, 0.0, 0.2], [-0.5, 0.1, -0.2], [0.5, 0.1, 0.1], [0.0, 0.0, 0.0], [-0.1, -0.2, 0.2], [0.0, 0.0, 0.0], [0.1, -0.1, 0.0], [0.0, -0.1, 0.1], [-0.1, 0.0, -0.2], [0.0, 0.0, 0.0], [0.0, 0.0, 0.0], [0.0, 0.0, 0.0], [0.0, 0.0, 0.0], [0.0, 0.0, 0.0], [0.0, 0.0, -0.1], [0.0, -0.1, 0.1], [0.0, 0.1, -0.1], [0.0, 0.0, 0.0], [0.0, 0.1, -0.1], [0.0, 0.0, 0.0], [0.0, 0.0, 0.0], [0.0, 0.0, 0.0], [0.0, 0.0, 0.0], [-0.2, -0.2, -0.3], [-0.2, 0.1, 0.3], [0.1, -0.1, 0.0], [0.3, 0.2, -0.1], [0.1, 0.1, 0.2], [-0.2, -0.1, 0.1], [0.0, 0.0, 0.1], [0.1, 0.0, 0.0], [0.2, 0.0, -0.1], [0.0, 0.0, 0.0], [0.0, 0.1, -0.1], [-0.1, 0.0, 0.0], [0.0, 0.0, 0.0], [0.0, 0.0, 0.0], [-0.1, 0.0, 0.0], [0.0, 0.0, 0.0], [0.0, 0.0, 0.0], [0.0, 0.0, 0.0], [-0.1, 0.0, 0.0], [0.1, 0.0, 0.0], [0.0, 0.0, 0.0], [0.0, 0.0, 0.0], [0.0, 0.0, 0.0], [0.0, 0.0, 0.0], [0.0, 0.0, 0.0], [0.0, 0.0, -0.2], [-0.1, 0.1, 0.5], [0.0, 0.0, -0.1], [0.0, 0.0, 0.0], [-0.1, 0.1, 0.0], [0.0, -0.1, 0.0], [0.2, 0.1, -0.1], [0.0, -0.1, -0.1], [0.0, -0.1, 0.0], [0.0, 0.0, 0.0], [0.0, 0.0, 0.0], [0.0, 0.0, 0.0], [0.0, -0.1, 0.0], [0.1, 0.0, 0.0], [0.0, 0.0, 0.0], [0.0, 0.1, 0.0], [0.0, 0.0, 0.0], [-0.1, 0.0, -0.1], [0.0, 0.0, 0.0]]}

2.
{"formula": "C31H39N4O6PS5Y", "method": "the ωB97M-V functional and the def2-TZVPD basis", "total_charge": 1, "total_energy_ev": -115535.527, "homo_ev": -10.233, "homo_lumo_gap_ev": 7.41, "spin_multiplicity": 1, "elements": ["Y", "C", "C", "S", "C", "C", "S", "C", "C", "S", "C", "C", "S", "H", "H", "H", "H", "H", "H", "H", "H", "H", "H", "H", "H", "H", "H", "H", "H", "O", "C", "C", "C", "C", "C", "C", "C", "O", "N", "N", "C", "C", "C", "C", "C", "C", "N", "H", "H", "H", "H", "H", "H", "H", "H", "H", "H", "C", "P", "C", "C", "O", "H", "H", "H", "H", "H", "H", "H", "H", "H", "O", "C", "N", "S", "O", "O", "C", "C", "C", "C", "C", "C", "H", "H", "H", "H"], "positions_angstrom": [[0.401, 0.202, -0.287], [3.047, -2.188, 2.834], [2.468, -0.852, 3.335], [2.389, 0.357, 1.993], [1.758, 1.841, 2.810], [2.070, 3.059, 1.927], [2.206, 2.728, 0.134], [3.993, 2.365, 0.037], [4.344, 1.538, -1.189], [3.439, -0.024, -1.356], [4.618, -1.305, -0.852], [4.621, -1.661, 0.623], [3.042, -2.452, 1.041], [2.471, -3.009, 3.258], [4.075, -2.319, 3.170], [3.113, -0.436, 4.110], [1.469, -0.981, 3.733], [2.236, 1.961, 3.782], [0.687, 1.723, 2.951], [3.016, 3.520, 2.211], [1.294, 3.813, 2.039], [4.277, 1.841, 0.945], [4.519, 3.320, -0.005], [5.415, 1.330, -1.196], [4.129, 2.107, -2.096], [5.609, -0.996, -1.188], [4.342, -2.178, -1.447], [4.753, -0.767, 1.233], [5.447, -2.345, 0.828], [-4.867, 1.305, 0.377], [-4.462, 1.403, 1.666], [-5.389, 1.321, 2.704], [-4.985, 1.398, 4.024], [-3.638, 1.539, 4.333], [-2.717, 1.601, 3.306], [-3.100, 1.551, 1.964], [-2.026, 1.615, 0.943], [-0.846, 1.241, 1.305], [-2.293, 2.059, -0.261], [-1.172, 1.905, -1.047], [-1.108, 2.682, -2.055], [-0.012, 2.567, -3.012], [-0.022, 3.371, -4.148], [0.974, 3.212, -5.095], [1.939, 2.245, -4.871], [1.877, 1.499, -3.704], [0.938, 1.650, -2.769], [-5.824, 1.188, 0.362], [-6.440, 1.200, 2.461], [-5.726, 1.342, 4.810], [-3.310, 1.594, 5.362], [-1.662, 1.677, 3.526], [-1.889, 3.420, -2.218], [-0.811, 4.098, -4.278], [0.989, 3.821, -5.988], [2.733, 2.063, -5.581], [2.618, 0.735, -3.508], [-0.932, -0.788, -4.069], [0.257, -1.887, -3.286], [-0.589, -3.455, -3.129], [1.583, -2.171, -4.468], [0.843, -1.316, -2.011], [-1.430, -1.313, -4.885], [-0.443, 0.100, -4.464], [-1.680, -0.497, -3.329], [-0.787, -3.828, -4.136], [-1.526, -3.325, -2.596], [0.023, -4.170, -2.583], [1.208, -2.627, -5.384], [2.318, -2.836, -4.015], [2.066, -1.225, -4.711], [-0.526, -0.787, 3.486], [-0.992, -1.359, 2.526], [-0.365, -1.512, 1.295], [-1.336, -2.262, 0.266], [-0.875, -3.530, -0.215], [-1.588, -1.243, -0.780], [-2.736, -2.446, 1.299], [-3.974, -3.003, 1.043], [-4.888, -2.988, 2.088], [-4.554, -2.445, 3.329], [-3.297, -1.905, 3.563], [-2.388, -1.913, 2.520], [-4.224, -3.425, 0.080], [-5.874, -3.406, 1.941], [-5.290, -2.449, 4.121], [-3.024, -1.479, 4.518]], "forces_ev_per_a": [[0.5, -0.1, 0.1], [0.0, 0.0, 0.0], [0.0, 0.0, 0.0], [-0.1, 0.0, 0.0], [0.0, 0.0, 0.0], [0.0, 0.0, 0.0], [-0.2, 0.1, 0.1], [0.0, 0.0, 0.0], [0.0, 0.1, 0.0], [0.0, 0.0, -0.1], [0.0, 0.0, 0.0], [0.0, 0.0, 0.0], [0.0, 0.0, 0.0], [0.0, 0.0, 0.0], [0.0, 0.0, 0.0], [0.0, 0.0, 0.0], [0.0, 0.0, 0.0], [0.0, 0.0, 0.0], [0.0, 0.0, 0.0], [0.0, 0.0, 0.0], [0.0, 0.0, 0.0], [0.0, 0.0, 0.0], [0.0, 0.0, 0.0], [0.0, 0.0, 0.0], [0.0, 0.0, 0.0], [0.0, 0.0, 0.0], [0.0, 0.0, 0.0], [0.0, 0.0, 0.0], [0.0, 0.0, 0.0], [0.0, 0.0, 0.0], [0.0, 0.0, 0.0], [0.0, 0.0, 0.0], [0.0, 0.0, 0.0], [0.0, 0.0, 0.0], [0.0, 0.0, 0.0], [-0.1, 0.0, 0.0], [0.0, 0.0, 0.0], [0.3, -0.1, -0.2], [0.1, 0.0, 0.0], [-0.2, 0.1, -0.1], [0.0, 0.0, 0.0], [0.0, 0.0, 0.0], [0.0, 0.0, 0.0], [0.0, 0.0, 0.0], [0.0, 0.0, 0.0], [0.0, 0.0, 0.0], [-0.1, 0.0, -0.1], [0.0, 0.0, 0.0], [0.0, 0.0, 0.0], [0.0, 0.0, 0.0], [0.0, 0.0, 0.0], [0.0, 0.0, 0.0], [0.0, 0.0, 0.0], [0.0, 0.0, 0.0], [0.0, 0.0, 0.0], [0.0, 0.0, 0.0], [0.0, 0.0, 0.0], [0.0, 0.0, 0.0], [0.0, 0.0, 0.0], [0.0, 0.0, -0.1], [0.0, 0.0, 0.0], [-0.1, 0.1, 0.1], [0.0, 0.0, 0.0], [0.0, 0.0, 0.0], [0.0, 0.0, 0.0], [0.0, 0.0, 0.0], [0.0, 0.0, 0.0], [0.0, 0.0, 0.0], [0.0, 0.0, 0.0], [0.0, 0.0, 0.0], [0.0, 0.0, 0.0], [0.1, -0.1, 0.0], [-0.1, 0.3, -0.1], [0.0, -0.5, 0.3], [-0.2, 0.2, -0.1], [0.0, -0.1, 0.0], [0.1, 0.0, 0.0], [0.0, 0.1, 0.0], [0.0, 0.0, 0.0], [0.0, 0.0, 0.0], [0.0, 0.0, 0.0], [0.0, 0.0, 0.0], [0.0, 0.0, 0.0], [0.0, 0.0, 0.0], [0.0, 0.0, 0.0], [0.0, 0.0, 0.0], [0.0, 0.0, 0.0]]}